Record 1
Below is a molecular structure, C30H48BrN3P2Pb, with properties calculated with the ωB97M-V functional and the def2-TZVPD basis.

Geometry as XYZ:
```
85
Properties=species:S:1:pos:R:3:forces:R:3
N 2.189230 5.647940 -1.102802 0.6 -4.1 -1.3
C 3.060432 4.851696 -0.476816 0.7 1.3 1.1
C 3.241361 3.514218 -0.842510 -0.9 0.1 -0.7
C 2.502273 2.990819 -1.934352 -0.3 1.2 0.2
C 1.659290 3.881017 -2.646121 0.6 0.2 1.2
C 1.543408 5.201023 -2.179474 -0.8 1.5 -0.8
C 2.580660 1.573099 -2.251430 0.3 -0.8 -0.3
Pb 0.323178 0.297327 0.250408 0.4 0.6 -0.2
P -0.446539 -2.398024 0.225080 -0.4 -0.8 0.3
C 1.769299 0.916313 -3.131908 0.1 -0.3 0.0
C 1.754723 -0.532267 -3.318070 0.1 0.3 0.2
C 0.852249 -1.116257 -4.245538 -0.2 -0.8 -0.5
C 0.847394 -2.490489 -4.487028 -0.6 1.4 -0.2
C 1.679394 -3.318452 -3.719859 0.0 -2.1 -0.6
C 2.587171 -2.780517 -2.801143 0.7 1.4 1.0
C 2.605578 -1.399982 -2.581372 0.3 -1.4 0.1
Br 1.556137 -5.226498 -3.923203 0.2 2.1 0.1
H 3.366447 1.029568 -1.714084 -0.4 0.1 -0.1
H 1.071045 1.482041 -3.757392 0.1 -0.2 0.3
H 3.927085 2.893315 -0.267714 -0.1 0.3 -0.1
H 1.085740 3.576545 -3.518459 0.1 0.3 0.2
H 3.637501 5.290750 0.343879 -0.1 -0.1 -0.2
H 0.900331 5.915852 -2.703609 0.2 -0.1 0.1
H 0.157251 -0.463371 -4.777123 0.2 -0.3 -0.1
H 3.285094 -0.993775 -1.829113 -0.1 -0.3 -0.3
H 0.205216 -2.931038 -5.244485 0.0 0.1 0.1
H 3.272506 -3.439134 -2.267954 -0.2 0.2 -0.1
P -2.133092 1.793152 -0.041896 -1.5 0.3 0.3
C 1.075531 -3.335502 0.666334 0.4 0.4 0.2
C 1.196091 -4.793377 0.210907 0.0 -0.4 0.0
H 1.202463 -3.272234 1.760282 0.0 0.0 -0.3
H 1.910084 -2.761006 0.224564 -0.2 -0.1 0.2
H 2.120840 -5.223682 0.619916 -0.2 0.2 -0.1
H 0.366153 -5.420416 0.563928 0.3 0.2 -0.1
H 1.268908 -4.888823 -0.882106 -0.2 0.1 0.3
C -0.976343 -3.115145 -1.386161 -0.1 0.6 -0.4
C -1.841615 -4.374676 -1.313535 -0.1 -0.3 0.1
H -0.074944 -3.301810 -1.990165 -0.2 0.1 0.4
H -1.531616 -2.317521 -1.909716 0.1 -0.3 0.1
H -2.105243 -4.691230 -2.330352 0.0 0.1 0.2
H -1.325411 -5.218811 -0.838190 -0.2 0.3 -0.1
H -2.781376 -4.193964 -0.778172 0.2 -0.1 -0.1
C -1.779848 -2.758382 1.441961 -0.1 0.3 0.3
C -1.723309 -4.098931 2.176087 0.0 -0.4 0.1
H -2.738733 -2.664683 0.907078 0.3 0.1 0.1
H -1.758748 -1.931171 2.174440 -0.1 -0.3 -0.2
H -2.528709 -4.135796 2.920032 0.2 0.0 -0.2
H -1.871845 -4.952995 1.502897 0.1 0.3 0.2
H -0.780303 -4.244310 2.716455 -0.2 0.0 -0.1
C -3.106312 2.120262 1.479420 0.4 0.0 0.2
C -3.263666 0.901912 2.384822 -0.1 -0.1 0.1
H -4.085249 2.499232 1.147527 0.3 -0.1 0.0
H -2.606540 2.940881 2.012933 -0.2 -0.2 0.0
H -3.876667 1.170070 3.253888 0.1 -0.2 -0.2
H -3.759244 0.074800 1.862054 0.0 0.1 0.2
H -2.295487 0.544627 2.762955 -0.1 0.1 -0.1
C -3.403120 0.972095 -1.092994 0.3 -0.4 0.1
C -2.903097 0.624190 -2.492725 -0.2 0.0 -0.2
H -4.254240 1.667690 -1.144790 0.2 -0.2 0.0
H -3.752762 0.076109 -0.562534 0.1 0.2 -0.1
H -3.672668 0.057750 -3.033708 0.2 0.2 0.1
H -2.688893 1.534743 -3.066770 -0.1 -0.2 0.0
H -1.989665 0.010217 -2.474786 -0.1 0.0 0.1
C -2.138176 3.463140 -0.816952 0.6 -0.1 -0.3
C -1.399346 4.550459 -0.042990 0.1 0.2 0.0
H -3.195219 3.735585 -0.959847 0.3 -0.2 0.1
H -1.696388 3.341863 -1.816497 -0.2 0.1 0.1
H -1.369461 5.468674 -0.644288 -0.1 -0.1 0.2
H -1.896396 4.783835 0.906721 0.2 0.0 -0.3
H -0.357103 4.274707 0.170657 -0.2 -0.1 0.0
C 1.820198 -0.943920 5.709086 0.0 -0.4 0.6
C 1.565888 -0.014117 4.597150 0.0 0.7 -0.3
C 1.787178 1.356340 4.503934 0.0 0.1 -0.3
C 1.420812 1.749292 3.210498 -0.1 -1.5 0.6
N 0.963800 0.658027 2.531817 -0.2 0.2 0.1
N 1.061673 -0.384135 3.409608 0.0 -0.2 -0.1
C 1.500784 3.109808 2.654716 0.0 0.8 -0.3
H 2.889488 -0.965653 5.957180 -0.2 0.0 -0.1
H 1.288323 -0.612400 6.610487 0.1 -0.1 -0.2
H 1.503528 -1.967053 5.482136 0.0 0.2 0.0
H 2.164506 2.001708 5.287795 0.0 -0.2 -0.1
H 0.763442 -1.319256 3.150044 0.1 0.4 0.1
H 0.955752 3.812053 3.304219 0.2 -0.2 -0.2
H 2.543587 3.458764 2.599782 -0.3 -0.2 0.1
H 1.078351 3.177294 1.647056 -0.1 -0.1 0.1
```
Forces are in eV/Å.

Output
- total charge = +4
- gap between HOMO and LUMO (spin up / spin down) (eV) = 3.7 / 3.9

Want to see where the charge sits? The Löwdin charges in e are: 0.3233, -0.0013, 0.0518, -0.1664, 0.0609, -0.0058, -0.0334, 1.0113, 0.8206, -0.0037, -0.1655, 0.0393, -0.0418, -0.5845, -0.0620, 0.0166, 1.0271, 0.1274, 0.1300, 0.1483, 0.1371, 0.1694, 0.1704, 0.1427, 0.1247, 0.1384, 0.1362, 0.8215, -0.3951, -0.1112, 0.0803, 0.0605, 0.1028, 0.0771, 0.0383, -0.3786, -0.1030, 0.0365, 0.0707, 0.0968, 0.0718, 0.0840, -0.3928, -0.1104, 0.0910, 0.0592, 0.1007, 0.0764, 0.0773, -0.3852, -0.1368, 0.1124, 0.0852, 0.0994, 0.0687, 0.0514, -0.3870, -0.1426, 0.1079, 0.0853, 0.0976, 0.0739, 0.0349, -0.3846, -0.1368, 0.1131, 0.0709, 0.0873, 0.0840, 0.0383, 0.0144, -0.2568, 0.0588, -0.3254, -0.1569, 0.0355, -0.0248, 0.1134, 0.1144, 0.0921, 0.1453, 0.1438, 0.1146, 0.0987, 0.0305

Record 2
Below is 7 unconnected molecules or ions with the total composition C30H48F15NO11, with properties calculated with the ωB97M-V functional and the def2-TZVPD basis.

Geometry as XYZ:
```
105
Properties=species:S:1:pos:R:3:forces:R:3
C -1.304117 -2.300931 3.772779 -3.1 1.2 1.3
C -2.087633 -1.444915 2.622475 -2.8 -2.7 1.5
C -1.376148 -0.158463 2.480691 -2.7 1.4 1.3
N -1.996936 0.893539 1.630949 -4.2 -0.8 -1.0
C -3.281437 1.439778 2.329969 -1.3 -1.3 0.1
C -3.955776 2.563532 1.611269 3.2 -0.5 -3.5
C -2.870497 3.618254 1.360195 -0.1 2.0 3.3
C -1.590508 3.186297 0.709011 1.5 1.8 -1.4
C -0.998492 1.950794 1.338667 -0.6 0.4 -2.5
C -2.458483 0.223146 0.242388 -3.5 3.8 2.7
H -1.608975 -1.958397 4.882831 1.6 0.2 -2.6
H -0.313427 -2.459270 3.463263 1.8 0.9 0.3
H -1.574812 -3.322240 3.938805 -1.2 -0.9 -0.9
H -3.171190 -1.153331 3.049359 2.1 -1.3 -1.1
H -2.210174 -2.153337 1.623952 0.4 2.2 2.5
H -0.604813 -0.268899 1.914920 5.9 -1.4 -2.9
H -1.065133 0.362982 3.374721 -0.2 -0.4 0.6
H -3.169401 1.859812 3.402940 0.8 -1.1 -1.7
H -4.067600 0.622068 2.351408 1.5 0.4 0.3
H -4.753925 2.693334 2.183117 -3.0 2.2 3.4
H -4.620907 2.449340 0.694798 1.7 -0.9 0.1
H -2.485859 4.213362 2.406827 -1.4 -1.8 -2.5
H -3.375774 4.344826 0.795554 -0.1 1.5 -0.9
H -0.866072 4.148463 0.621299 -1.2 -2.4 1.1
H -1.588254 3.042706 -0.360715 -1.1 -0.4 -0.5
H -0.627868 2.223821 2.224536 1.5 0.8 3.8
H -0.149690 1.584400 0.767020 0.0 -0.8 -0.1
H -3.357873 -0.367533 0.128104 -0.2 -0.4 1.4
H -1.677723 -0.241719 -0.071175 5.2 -3.2 -1.9
H -2.658534 1.015562 -0.425723 0.1 1.3 -0.6
C 1.058721 -0.321034 -1.081745 1.2 2.4 3.3
O 1.389443 -0.206044 0.319721 -1.7 -0.1 -0.1
H 2.050811 -0.621077 -1.331062 0.7 0.0 -2.3
H 0.717372 0.749078 -1.414024 0.4 -1.7 -0.5
H 0.358015 -1.087398 -1.357935 -0.9 -0.5 -0.2
C -0.469988 0.825311 -4.781169 -0.8 4.3 0.8
C -1.620717 1.335272 -3.805314 4.1 0.1 -2.8
O -1.715579 2.751566 -3.893618 0.8 -0.9 -1.5
C -2.542955 3.278079 -3.091871 -2.5 2.7 2.6
O -3.158733 2.779860 -2.171736 0.4 -0.1 -0.9
C -2.616794 4.871802 -3.342819 -0.9 -2.4 1.4
F -3.817486 5.406011 -2.836582 2.6 -0.7 -1.4
F -1.577173 5.365891 -2.640536 -0.8 0.6 -0.8
F -2.481076 5.014993 -4.658572 -0.3 1.4 0.6
H -0.766848 1.157061 -5.839574 1.4 -0.1 1.5
H -0.589869 -0.165269 -4.760290 -0.4 -4.1 -0.1
H 0.534119 0.995442 -4.265996 -1.1 0.4 -1.5
H -1.316845 1.061955 -2.869747 0.4 -0.6 2.7
H -2.445857 0.817735 -4.104958 -2.9 -0.7 -0.6
C 4.375275 2.551988 -0.876647 -1.6 0.3 2.6
C 2.906861 2.734105 -1.301290 2.6 -1.4 -3.1
O 2.862421 3.921430 -2.094707 -1.0 3.2 0.2
C 1.968293 4.918840 -1.798177 0.2 -5.8 2.3
O 1.140346 4.804979 -0.930502 0.5 1.0 -0.3
C 1.955472 5.878528 -2.852956 -0.2 6.1 -4.9
F 3.172399 6.575669 -3.074382 -2.4 -1.5 1.0
F 1.664448 5.346548 -4.109601 0.1 0.6 2.6
F 0.969440 6.881242 -2.576010 2.3 -2.3 -0.7
H 4.367495 1.576158 -0.248121 0.4 1.9 -0.8
H 4.619412 3.518268 -0.288361 0.0 -1.9 -0.5
H 5.040392 2.474269 -1.702164 0.4 -0.1 -0.7
H 2.232316 2.630506 -0.519903 -1.4 0.3 1.3
H 2.705242 2.020098 -2.125120 -0.2 -0.3 1.0
C 4.415955 0.090961 2.381554 4.7 -0.5 6.5
C 3.162523 -0.158378 3.123171 -5.0 2.4 -2.2
O 3.227410 -0.293608 4.499116 3.6 0.1 1.0
C 2.215589 -0.360857 5.253076 -0.9 1.2 1.9
O 1.061757 -0.375096 4.969589 -1.1 -0.5 -0.4
C 2.638266 -0.023650 6.722993 0.8 2.1 1.6
F 3.995211 0.023687 6.879667 -1.5 -0.3 -0.1
F 2.201313 1.331680 6.950074 0.6 -2.6 -0.5
F 2.125993 -0.770105 7.726203 0.3 0.6 -1.4
H 5.166116 -0.693518 2.775539 -1.0 0.3 -0.5
H 5.145831 0.951663 2.771290 -2.4 -0.9 -1.4
H 4.396915 -0.166421 1.420056 -0.5 -0.1 -4.0
H 2.464879 -0.946313 2.840705 0.8 -0.6 -1.1
H 2.392412 0.711919 2.885167 1.5 -1.2 0.6
C -1.515958 -3.678289 -1.300400 -2.3 2.9 0.3
C -2.797119 -3.074205 -1.911649 0.2 -2.2 -1.8
O -3.786574 -3.987061 -1.439786 -2.5 -0.8 -0.3
C -4.875705 -3.607695 -0.774589 0.8 0.7 0.3
O -4.984838 -2.554917 -0.186262 -0.5 -1.1 -0.6
C -6.004228 -4.733116 -0.787805 -0.9 0.8 0.1
F -5.826323 -5.618291 -1.804385 -0.3 0.9 1.5
F -6.077523 -5.355735 0.423436 0.3 0.3 -1.6
F -7.222184 -4.095091 -0.958206 1.7 -1.0 0.0
H -0.875293 -3.131472 -1.887009 2.9 1.3 -0.6
H -1.378535 -4.691395 -1.576241 -0.3 -1.0 0.4
H -1.556857 -3.322183 -0.267196 0.8 -0.9 0.0
H -2.728840 -3.232997 -3.035537 -0.3 -0.1 1.2
H -3.141485 -2.047627 -1.846221 0.5 0.2 1.0
C 4.035557 -2.816245 0.427804 -1.4 1.4 0.4
C 3.247141 -3.352252 -0.770931 -0.1 -3.3 4.7
O 3.993431 -4.482115 -1.219148 -0.5 -3.3 -2.6
C 3.382816 -5.562932 -1.941769 -3.6 5.5 0.6
O 2.153143 -5.601053 -2.114373 4.0 -0.8 0.4
C 4.394143 -6.438767 -2.640239 2.6 0.5 -1.6
F 5.728741 -5.917789 -2.647950 -3.0 -1.3 0.6
F 4.340120 -7.580116 -1.951399 0.6 -0.1 -1.1
F 4.137483 -6.581707 -4.008604 -0.1 -0.2 2.8
H 3.163484 -2.382441 1.056296 1.8 1.0 -1.2
H 4.984180 -2.137657 0.106845 -2.5 -1.7 1.2
H 4.188104 -3.616520 1.134483 1.3 -0.6 -0.2
H 3.127119 -2.615001 -1.394904 0.1 3.6 -4.5
H 2.185488 -3.556136 -0.520924 0.7 -0.7 0.3
```
Forces are in eV/Å.

Output
- total charge = 0
- gap between HOMO and LUMO (eV) = 6.8
- relative energy (zero: lowest compared OMol25 entry of this formula, charge and spin) (kcal/mol) = 43.4

Results of the Löwdin charge analysis, in e, for atoms 1 through 99: -0.0852, -0.1715, -0.1986, -0.1584, -0.1053, -0.1988, -0.1817, -0.1845, -0.1165, 0.0932, 0.1287, 0.0388, 0.0375, 0.1338, 0.1474, 0.0396, 0.1428, 0.1740, 0.1377, 0.0620, 0.1516, 0.1857, 0.0835, 0.1680, 0.0760, 0.0952, 0.1183, 0.0993, 0.0201, 0.0659, -0.3270, -0.4461, 0.0249, 0.0582, 0.0141, -0.0135, -0.1616, 0.0831, -0.4189, 0.1186, -0.4426, 0.1067, 0.1535, 0.1747, 0.1155, 0.0073, 0.1029, 0.0722, 0.1011, -0.0397, -0.2112, 0.0063, -0.3748, 0.1659, -0.3616, 0.1009, 0.1270, 0.0852, 0.0968, 0.1114, 0.0544, 0.0862, 0.1279, -0.0688, -0.2446, 0.0632, -0.4519, 0.1613, -0.3881, 0.1263, 0.0653, 0.1495, 0.1039, 0.1386, -0.0152, 0.1137, 0.1655, -0.0185, -0.1834, -0.0022, -0.3514, 0.1319, -0.4325, 0.1473, 0.1410, 0.1142, 0.0320, 0.0845, 0.0796, 0.1424, 0.1121, -0.0616, -0.2348, -0.0115, -0.2571, 0.1247, -0.4155, 0.0834, 0.1762

The evaluated strongest force on any atom for the records listed, in turn: 4.35 8.03 eV/A.